(1)
{
  "formula": "C7H6BBrO2",
  "method": "ωB97M-V with the def2-TZVPD basis set",
  "energy_ha": -3019.64351,
  "smiles": "OB1O[C@]12C=CC=C/C2=C\\Br",
  "homo_ev": -7.855,
  "lumo_energy_ha": -0.00693,
  "relative_energy_ev": 0.855,
  "total_charge": 0,
  "species": ["B", "C", "C", "C", "C", "C", "C", "C", "O", "O", "Br", "H", "H", "H", "H", "H", "H"],
  "xyz": [[-1.0985, -1.8526, 0.1902], [0.0922, 1.1875, -1.8127], [1.2153, 1.5691, -1.0029], [-0.6674, 0.1385, -1.4696], [1.2085, 1.2334, 0.2981], [-0.6911, -0.3876, -0.0295], [0.1434, 0.4129, 0.9043], [0.3126, 0.1866, 2.2195], [-2.0724, -0.9234, 0.2093], [-0.8068, -3.1371, -0.0328], [1.7438, 0.8269, 3.3425], [-0.0606, 1.4876, -2.8251], [1.9230, 2.0841, -1.4913], [-1.5232, -0.3413, -2.0776], [2.0256, 1.5839, 1.0095], [-0.2481, -0.3665, 2.8439], [-1.4964, -3.7021, -0.2757]],
  "forces_ev_per_a": [[0.311, 0.903, -1.309], [-0.889, -2.314, -0.922], [-2.693, -1.401, 2.171], [-1.886, -0.597, 1.173], [1.182, 0.898, 0.147], [0.834, -0.022, -1.807], [1.522, 0.109, 1.256], [1.395, 1.685, -1.350], [-0.445, -0.335, 1.198], [1.539, 1.146, 0.802], [-0.413, 0.030, -0.322], [0.365, 0.734, -0.519], [2.771, 2.001, -1.110], [1.627, 1.161, 0.693], [-1.228, -0.564, -1.337], [-2.179, -2.018, 1.564], [-1.811, -1.416, -0.327]],
  "lowdin_charge": [-0.55, -0.09, -0.06, 0.01, -0.07, -0.18, -0.22, -0.45, 0.20, 0.26, 0.69, 0.10, 0.07, 0.15, 0.06, 0.00, 0.09]
}



(2)
{
  "formula": "CH7NOS",
  "method": "ωB97M-V with the def2-TZVPD basis set",
  "energy_ha": -570.44673,
  "smiles": "NCO.S",
  "homo_ev": -10.072,
  "lumo_energy_ha": 0.02195,
  "relative_energy_ev": 0.316,
  "total_charge": 0,
  "species": ["S", "H", "H", "N", "C", "O", "H", "H", "H", "H", "H"],
  "xyz": [[1.6186, -2.6859, 0.3211], [1.3968, -2.9505, 1.6249], [2.4035, -1.5756, 0.2493], [-0.4383, 0.3088, -0.9777], [-0.5914, 1.2170, 0.1725], [-1.9529, 1.4049, 0.4668], [0.2374, -0.4052, -0.7229], [-0.0097, 0.7764, -1.7618], [-0.1813, 2.1861, -0.1352], [-0.0426, 0.7608, 0.9986], [-2.4401, 0.9633, -0.2355]],
  "forces_ev_per_a": [[-0.194, -0.277, -0.872], [0.523, 0.786, -0.063], [-0.278, -0.483, 0.937], [0.467, -0.101, 0.495], [0.216, -0.153, -1.504], [-0.068, -0.048, 0.398], [-0.391, -0.289, -0.074], [-0.184, 0.265, -0.189], [0.170, 0.013, 0.572], [-0.273, 0.404, 0.325], [0.012, -0.119, -0.025]],
  "lowdin_charge": [0.47, -0.21, -0.20, 0.01, -0.34, -0.07, 0.00, 0.06, 0.11, 0.11, 0.07]
}



(3)
{
  "formula": "C3HAuO3",
  "method": "ωB97M-V with the def2-TZVPD basis set",
  "energy_ha": -475.64068,
  "spin_multiplicity": 4,
  "homo_ev": [-10.510, -15.337],
  "lumo_energy_ha": [-0.26879, -0.30602],
  "relative_energy_ev": 2.014,
  "total_charge": 1,
  "species": ["O", "C", "H", "C", "O", "C", "O", "Au"],
  "xyz": [[0.1198, 0.6812, -0.8829], [0.4657, -0.3630, -1.7213], [0.1805, -0.2711, -2.7656], [0.9873, -1.4903, -1.2533], [1.0280, -2.5151, -0.6651], [0.0244, 0.2816, 0.4174], [0.8013, 0.9599, 1.1305], [0.9028, 0.7569, 2.7871]],
  "forces_ev_per_a": [[0.070, -1.041, -1.280], [-1.093, 2.216, -0.831], [0.274, 0.496, 0.098], [-0.519, -4.457, 2.540], [0.842, 2.204, -1.468], [1.883, 1.503, 1.214], [-2.302, 0.801, -14.117], [0.845, -1.722, 13.845]],
  "lowdin_spin": [0.30, 0.47, 0.02, 0.32, 0.39, 0.33, 0.36, 0.81]
}



(4)
{
  "formula": "C7H10",
  "method": "ωB97M-V with the def2-TZVPD basis set",
  "energy_ha": -272.64661,
  "homo_ev": -8.741,
  "lumo_energy_ha": 0.03907,
  "relative_energy_ev": 1.943,
  "total_charge": 0,
  "species": ["C", "C", "C", "C", "C", "C", "C", "H", "H", "H", "H", "H", "H", "H", "H", "H", "H"],
  "xyz": [[2.0137, -0.0697, 0.0221], [0.5028, 0.0608, 0.0089], [-0.4243, -0.7469, 0.9672], [-1.4950, -0.3770, -0.1155], [-0.3503, -0.5774, -1.1403], [-1.4868, 1.1490, 0.0102], [-0.1931, 1.4280, 0.1643], [2.4791, 0.4515, -0.8240], [2.4489, 0.3329, 0.9431], [2.3150, -1.1229, -0.0477], [-0.5403, -0.3348, 1.9745], [-0.1817, -1.8153, 1.0070], [-2.4560, -0.8953, -0.1701], [-0.4286, -0.0344, -2.0871], [-0.1088, -1.6364, -1.3146], [-2.3370, 1.8208, 0.0509], [0.2078, 2.3624, 0.5546]],
  "forces_ev_per_a": [[-0.004, 0.023, 0.047], [0.197, -0.073, -0.025], [0.009, -0.163, 0.226], [-0.253, -0.081, 0.038], [0.012, 0.015, -0.181], [0.053, -0.074, 0.236], [-0.087, 0.268, 0.085], [-0.173, -0.012, 0.138], [-0.080, -0.003, -0.080], [-0.135, 0.167, 0.027], [-0.124, -0.102, -0.142], [-0.059, 0.086, -0.063], [0.214, 0.101, -0.110], [0.060, -0.029, 0.127], [0.016, 0.275, 0.107], [0.098, -0.192, 0.115], [0.254, -0.207, -0.545]],
  "lowdin_charge": [-0.04, -0.45, -0.09, -0.24, -0.09, -0.06, -0.04, 0.08, 0.08, 0.08, 0.11, 0.11, 0.13, 0.11, 0.11, 0.10, 0.11]
}



(5)
{
  "formula": "C13H23N4O3",
  "method": "ωB97M-V with the def2-TZVPD basis set",
  "energy_ha": -953.57541,
  "homo_ev": -12.729,
  "lumo_energy_ha": -0.12773,
  "relative_energy_ev": 0.000,
  "total_charge": 1,
  "species": ["C", "C", "C", "N", "C", "C", "N", "C", "N", "N", "C", "C", "C", "C", "H", "H", "H", "H", "H", "H", "H", "H", "H", "H", "H", "H", "H", "H", "H", "H", "H", "H", "H", "C", "C", "O", "C", "O", "O", "H", "H", "H", "H"],
  "xyz": [[-3.0728, -0.0368, 2.4192], [-1.9799, -0.0677, 2.9015], [-0.5847, -0.3225, 3.2450], [0.3286, 0.2214, 2.2239], [0.7458, -0.6937, 1.1471], [-0.4056, -1.4181, 0.4755], [-0.9044, -2.5245, 0.8166], [0.7640, 1.4517, 2.2963], [0.3813, 2.2530, 3.3351], [1.5650, 1.9568, 1.2733], [0.8125, 2.9379, 0.3980], [-0.3898, 2.2640, -0.2517], [1.7990, 3.4739, -0.6393], [2.5607, 2.3696, -1.3885], [-4.0541, 0.0662, 2.0222], [-0.3626, 0.1064, 4.2177], [-0.3892, -1.3869, 3.3388], [1.3010, -0.1394, 0.4033], [1.4222, -1.4344, 1.5779], [-0.8096, -0.9350, -0.4124], [-0.4190, -2.9020, 1.6342], [0.5475, 1.8429, 4.2497], [0.8879, 3.1306, 3.3106], [2.3267, 2.4614, 1.7201], [0.4660, 3.7722, 1.0123], [-0.1727, 1.2435, -0.5512], [-1.2801, 2.2933, 0.3736], [-0.6349, 2.8019, -1.1639], [1.2142, 4.0333, -1.3659], [2.4857, 4.1789, -0.1732], [2.0588, 1.4071, -1.3429], [2.6725, 2.6255, -2.4385], [3.5681, 2.2654, -0.9937], [-0.9611, -4.6344, -3.0817], [-1.6047, -3.3858, -2.5110], [-1.3467, -2.4170, -3.5310], [-1.1556, -3.0731, -4.7080], [-1.0808, -2.5475, -5.7651], [-1.0611, -4.4069, -4.4897], [-1.4742, -5.5521, -2.8088], [0.0944, -4.7199, -2.8158], [-2.6840, -3.4955, -2.3907], [-1.1743, -3.0636, -1.5690]],
  "forces_ev_per_a": [[-0.173, 0.343, 0.114], [0.224, -0.480, -0.430], [-0.183, 0.307, 0.330], [0.064, 0.050, -0.085], [0.188, -0.531, -0.013], [-0.252, 0.181, -0.068], [0.388, 0.034, 0.075], [-0.192, 0.035, -0.132], [1.365, -0.209, 0.126], [-0.531, 0.380, 0.452], [0.240, -0.112, -0.434], [-0.003, 0.200, -0.067], [-0.144, -0.387, -0.208], [0.214, 0.353, -0.002], [-0.103, -0.051, 0.016], [0.144, -0.032, 0.055], [-0.033, -0.094, -0.101], [0.091, 0.170, 0.062], [-0.019, -0.037, 0.150], [-0.126, 0.080, -0.004], [-0.114, -0.153, 0.013], [-0.672, -0.025, 0.083], [-0.289, 0.176, -0.093], [0.116, 0.041, -0.156], [-0.056, 0.059, 0.041], [-0.004, -0.093, 0.001], [0.004, -0.198, 0.152], [-0.079, 0.070, -0.032], [-0.079, 0.238, 0.114], [0.095, 0.031, 0.026], [-0.047, -0.084, 0.025], [-0.014, 0.026, -0.071], [0.025, -0.233, 0.087], [0.038, -0.015, 0.074], [-0.086, -0.076, 0.066], [0.024, 0.002, 0.055], [-0.003, -0.069, 0.037], [0.014, 0.060, -0.077], [-0.002, 0.024, 0.040], [-0.054, -0.014, -0.147], [0.001, 0.024, 0.003], [-0.005, -0.011, -0.032], [0.029, 0.022, -0.043]],
  "lowdin_charge": [0.16, -0.10, -0.13, 0.01, -0.09, -0.22, 0.14, -0.34, 0.22, 0.08, -0.35, -0.02, -0.20, -0.08, 0.05, 0.12, 0.13, 0.10, 0.14, 0.11, 0.06, 0.13, 0.13, 0.15, 0.14, 0.06, 0.09, 0.10, 0.11, 0.11, 0.06, 0.08, 0.07, -0.11, -0.13, 0.04, -0.57, 0.18, 0.06, 0.13, 0.13, 0.14, 0.08]
}



(6)
{
  "formula": "C4H9NO",
  "method": "ωB97M-V with the def2-TZVPD basis set",
  "energy_ha": -287.58486,
  "homo_ev": [-8.124, -8.091],
  "lumo_energy_ha": [0.00010, -0.00249],
  "relative_energy_ev": 6.737,
  "total_charge": 0,
  "species": ["C", "C", "C", "O", "C", "N", "H", "H", "H", "H", "H", "H", "H", "H", "H"],
  "xyz": [[-1.1276, -0.9625, 0.1232], [0.0522, -0.2384, 0.2026], [1.1968, -0.5268, -0.7408], [2.2635, 0.3689, -0.6229], [-0.3202, 1.1638, 0.5788], [0.4811, 0.5532, 1.4747], [-1.5753, 0.5162, -1.2114], [-1.2681, -1.6527, -0.7086], [-1.9771, -0.8150, 0.7783], [1.5139, -1.5690, -0.5755], [0.7994, -0.4501, -1.7599], [2.2898, 0.6403, 0.3068], [-1.3330, 1.4653, 0.8703], [-1.1913, 1.1826, -1.2366], [0.1054, 0.3700, 2.4074]],
  "forces_ev_per_a": [[0.182, -0.392, 0.471], [0.027, -0.133, -0.380], [-0.247, -0.220, -0.101], [0.128, 0.074, 0.210], [0.094, 0.000, 0.492], [-0.203, -0.044, 0.283], [-0.158, 0.694, -0.646], [0.076, 0.093, 0.244], [0.273, -0.003, 0.186], [0.017, 0.173, -0.038], [0.071, -0.006, 0.092], [0.073, -0.004, -0.137], [0.213, 0.165, -0.074], [-0.463, -0.145, -0.630], [-0.084, -0.252, 0.029]],
  "lowdin_charge": [0.02, -0.57, -0.22, -0.05, -0.10, 0.10, 0.06, 0.08, 0.07, 0.13, 0.13, 0.07, 0.09, 0.08, 0.12]
}



(7)
{
  "formula": "C3H7N3S",
  "method": "ωB97M-V with the def2-TZVPD basis set",
  "energy_ha": -680.74248,
  "homo_ev": -8.167,
  "lumo_energy_ha": -0.01005,
  "relative_energy_ev": 6.524,
  "total_charge": 0,
  "species": ["C", "C", "C", "H", "H", "H", "H", "H", "H", "H", "N", "N", "N", "S"],
  "xyz": [[-1.9317, -0.1236, -0.4456], [0.1897, 1.0145, -0.1173], [2.3237, 0.6573, 0.4141], [-2.0312, -1.0597, -1.2324], [-2.5591, -0.3505, 0.4123], [-2.1984, 0.9124, -0.6652], [0.8489, -1.2633, 0.3815], [-1.2398, -2.0518, 0.3605], [-0.0982, 1.7100, -1.0310], [3.3616, 1.0903, 0.8481], [-0.5661, -0.0435, 0.0653], [-0.2024, -1.1232, 1.0102], [1.3172, 1.4007, 0.3672], [2.7858, -0.7695, -0.3676]],
  "forces_ev_per_a": [[0.296, -1.199, -0.484], [-2.220, 1.205, -3.905], [7.193, -0.694, 0.647], [0.203, 2.814, 1.561], [-0.097, -0.302, 0.064], [-0.302, -0.462, -1.169], [-2.165, -0.978, 2.062], [3.976, 2.343, 2.303], [-0.413, -1.371, 2.112], [-2.809, -0.332, -0.275], [-0.354, -0.184, 1.215], [-0.692, -1.522, -5.453], [-1.142, 1.007, 1.175], [-1.475, -0.326, 0.148]],
  "lowdin_charge": [-0.09, -0.23, -0.77, 0.14, 0.07, 0.08, 0.01, 0.24, 0.18, 0.08, -0.30, 0.05, 0.01, 0.53]
}



(8)
{
  "formula": "C21H25N3O4S2",
  "method": "ωB97M-V with the def2-TZVPD basis set",
  "energy_ha": -2076.85234,
  "smiles": "CCCCn1c(SCC(=O)c2ccc(OCC)cc2)nc2cc(S(N)(=O)=O)ccc21",
  "homo_ev": -8.238,
  "lumo_energy_ha": 0.01162,
  "relative_energy_ev": 0.766,
  "total_charge": 0,
  "species": ["C", "C", "C", "H", "H", "C", "N", "C", "N", "C", "C", "C", "C", "C", "C", "H", "H", "S", "O", "O", "N", "H", "H", "H", "S", "C", "H", "C", "O", "C", "C", "C", "C", "C", "C", "H", "H", "O", "C", "C", "H", "H", "H", "H", "H", "H", "H", "H", "H", "H", "H", "H", "H", "H", "H"],
  "xyz": [[-5.3025, -2.2724, 2.0327], [-3.9402, -2.0104, 2.6639], [-2.9633, -1.3338, 1.7039], [-3.4315, -0.4402, 1.2865], [-2.0682, -1.0235, 2.2491], [-2.5382, -2.2522, 0.5551], [-1.5801, -1.6012, -0.3000], [-1.8639, -0.7901, -1.3630], [-0.8114, -0.2782, -1.9378], [0.2518, -0.7314, -1.2101], [1.6098, -0.4697, -1.3424], [2.4405, -1.0427, -0.4103], [1.9902, -1.8621, 0.6197], [0.6460, -2.1428, 0.7606], [-0.2177, -1.5658, -0.1602], [0.2856, -2.7721, 1.5596], [2.7188, -2.2554, 1.3095], [4.1864, -0.7428, -0.5285], [4.4421, 0.3527, -1.4158], [4.7661, -0.7299, 0.7861], [4.7034, -2.1666, -1.2725], [4.9689, -2.0062, -2.2306], [5.4497, -2.6037, -0.7564], [2.0069, 0.1612, -2.1180], [-3.5031, -0.4325, -1.8330], [-3.3032, 1.3687, -2.1014], [-2.4821, 1.5036, -2.7975], [-3.0791, 1.9587, -0.7189], [-4.0219, 2.1763, 0.0129], [-1.6831, 2.1141, -0.2745], [-1.4177, 1.9464, 1.0848], [-0.1329, 1.9963, 1.5828], [0.9347, 2.2636, 0.7250], [0.6654, 2.4895, -0.6319], [-0.6129, 2.4033, -1.1269], [-0.7799, 2.5930, -2.1750], [1.4984, 2.7252, -1.2741], [2.2288, 2.3605, 1.0804], [2.6156, 2.2298, 2.4375], [2.7223, 0.7782, 2.8912], [1.7722, 0.2609, 2.7754], [3.0170, 0.7485, 3.9368], [3.4726, 0.2628, 2.2966], [3.6020, 2.6985, 2.4808], [1.9315, 2.7983, 3.0809], [0.0242, 1.8329, 2.6372], [-2.2465, 1.7542, 1.7505], [-4.2530, 1.7021, -2.5168], [-2.0847, -3.1667, 0.9464], [-3.4038, -2.5196, -0.0544], [-4.0733, -1.3586, 3.5295], [-3.5114, -2.9501, 3.0203], [-5.9971, -2.6451, 2.7816], [-5.2357, -3.0114, 1.2385], [-5.7076, -1.3537, 1.6155]],
  "forces_ev_per_a": [[0.161, -0.023, 0.167], [-0.008, 0.158, -0.161], [-0.015, -0.315, 0.113], [0.053, 0.090, -0.049], [0.039, 0.059, -0.054], [-0.337, 0.171, 0.488], [0.183, 0.131, -0.335], [0.312, 0.064, -0.328], [-0.312, -0.048, -0.483], [-0.146, -0.549, 0.690], [-0.149, 0.002, -0.036], [0.568, 0.322, -0.095], [-0.139, -0.164, 0.235], [0.056, -0.073, 0.061], [0.530, 0.322, -0.409], [0.006, -0.071, 0.114], [0.005, -0.109, 0.166], [0.386, -0.650, -0.369], [-0.334, -0.086, -0.170], [-0.128, -0.306, -0.037], [-0.286, 0.591, 0.391], [-0.002, 0.127, -0.218], [0.141, -0.002, 0.228], [-0.004, 0.142, -0.152], [-0.366, 0.045, -0.207], [-0.083, -0.306, 0.143], [-0.045, 0.073, -0.034], [-0.138, 0.143, -0.135], [-0.018, -0.016, -0.065], [0.261, 0.221, 0.514], [-0.187, -0.010, -0.367], [0.388, 0.008, 0.229], [-0.317, 0.117, -0.218], [0.158, 0.093, 0.176], [-0.123, 0.131, 0.237], [0.004, -0.072, -0.122], [0.116, 0.044, -0.106], [-0.021, -0.047, -0.335], [0.100, -0.150, 0.521], [-0.066, 0.313, -0.291], [-0.084, -0.065, 0.045], [0.022, -0.018, 0.145], [-0.011, -0.023, 0.069], [-0.163, 0.009, 0.041], [0.093, 0.004, -0.111], [0.072, -0.023, 0.088], [-0.061, -0.020, 0.038], [0.054, 0.017, 0.027], [-0.075, -0.003, -0.094], [0.120, -0.120, 0.084], [0.049, -0.066, 0.059], [0.034, -0.010, 0.114], [-0.124, -0.059, -0.007], [-0.076, -0.085, -0.117], [-0.093, 0.091, -0.077]],
  "lowdin_charge": [-0.10, -0.26, -0.19, 0.10, 0.11, -0.15, -0.01, -0.60, 0.14, -0.21, 0.02, -0.30, -0.07, 0.01, -0.14, 0.11, 0.12, 0.62, -0.29, -0.31, -0.06, 0.06, 0.06, 0.12, 1.02, -0.34, 0.06, -0.44, 0.07, -0.18, -0.01, 0.00, -0.26, 0.00, -0.03, 0.12, 0.13, -0.03, -0.22, -0.05, 0.06, 0.08, 0.04, 0.13, 0.12, 0.11, 0.12, 0.09, 0.13, 0.10, 0.11, 0.11, 0.07, 0.07, 0.08]
}



Asked for strongest force on any atom across the records above, the calculation gives 0.0726 0.0297 0.2786 0.0124 0.0270 0.0187 0.1411 0.0174 hartree/bohr in order.